DFT (ωB97M-V/def2-TZVPD) results for CH2CuF3O3S as an isolated structure at a distorted geometry.

Kohn-Sham gap	8.33	eV
total energy	-2603.2474	Eh

Last column: Löwdin charge in e.
Geometry (Å):
1 Cu 2.0059 1.8337 2.3835  0.55
2 O 2.1280 0.9469 4.6783  -0.05
3 H 1.7627 0.9201 5.5671  0.06
4 H 1.3443 0.8221 4.0683  0.05
5 S 0.4778 1.1579 0.0295  0.88
6 O 0.0766 0.8815 1.4953  -0.54
7 O 1.8903 1.7379 0.1193  -0.53
8 C 0.8642 -0.6027 -0.5321  -0.77
9 F -0.2269 -1.1600 -1.0478  0.11
10 F 1.8094 -0.5655 -1.4674  0.12
11 F 1.2893 -1.3440 0.4808  0.12

DFT (ωB97M-V/def2-TZVPD) results for a 2-piece molecular cluster, C4H14N3O2 overall at a distorted geometry.

energy above the lowest of the compared OMol25 structures with the same formula, charge and spin	76.6	kJ/mol
Kohn-Sham gap	8.21	eV
total charge	-1
total energy	-475.4847	Eh

Last column: Löwdin charge in e.
Geometry (Å):
1 C 0.7843 1.8166 0.5866  -0.19
2 N 1.5777 0.7961 -0.2381  -0.05
3 C 1.2980 0.9264 -1.7387  -0.30
4 O 1.0027 -0.3687 -2.2956  -0.24
5 C -0.6655 1.2101 0.7047  -0.22
6 N -0.6552 0.0450 1.6896  -0.05
7 C -1.7031 -1.0715 1.3526  -0.30
8 N -1.7375 -1.6352 0.0353  -0.03
9 H 0.8239 2.7692 0.0687  0.09
10 H 1.3342 1.9703 1.5398  0.10
11 H 1.4403 -0.0737 0.1232  0.00
12 H 2.2475 1.2879 -2.1471  0.08
13 H 0.2789 1.4260 -2.0731  0.12
14 H -1.1428 1.1731 -0.2231  0.07
15 H -1.1043 2.0050 1.2015  0.05
16 H 0.3210 -0.2832 1.7056  0.07
17 H -2.6693 -0.6740 1.6957  0.08
18 H -1.3702 -1.9367 1.9714  0.10
19 H -1.5697 -0.9028 -0.7831  0.11
20 H -0.9736 -2.2119 -0.0934  -0.04
21 H 0.7725 -2.9036 -1.1241  -0.10
22 H 0.8453 -1.1282 -1.4692  0.04
23 O 0.8648 -2.2361 -0.4891  -0.39

DFT (ωB97M-V/def2-TZVPD) results for a 2-piece molecular cluster, C7H8O2 overall at a distorted geometry.

energy above the lowest of the compared OMol25 structures with the same formula, charge and spin	92.5	kJ/mol
Kohn-Sham gap	9.27	eV
SMILES	Oc1ccccc1.C=O
total energy	-421.9778	Eh

Last column: Löwdin charge in e.
Geometry (Å):
1 O 4.0944 3.2544 3.6581  -0.02
2 C 5.2243 3.4345 3.2569  -0.14
3 H 5.5622 3.0457 2.2669  0.08
4 H 5.9762 3.9970 3.8599  0.08
5 O 0.7706 -0.2618 -1.0293  0.03
6 C -3.1576 -1.6426 -1.1174  -0.11
7 C -2.2808 -1.8832 -2.1766  -0.09
8 C -2.7114 -0.9265 -0.0079  -0.10
9 C -0.9700 -1.4147 -2.1320  -0.03
10 C -1.4001 -0.4536 0.0449  -0.04
11 C -0.5300 -0.6986 -1.0183  -0.33
12 H 0.9425 0.2251 -0.1870  0.12
13 H -4.1901 -2.0141 -1.1573  0.10
14 H -2.6212 -2.4462 -3.0557  0.11
15 H -3.3898 -0.7296 0.8327  0.11
16 H -0.2690 -1.5961 -2.9573  0.12
17 H -1.0502 0.1103 0.9196  0.11

DFT (ωB97M-V/def2-TZVPD) results for one molecule with the formula C3H5ClN2S at a distorted geometry.

energy above the lowest of the compared OMol25 structures with the same formula, charge and spin	68.4	kJ/mol
Kohn-Sham gap (alpha / beta)	6.47 / 5.46	eV
expectation value of S²	2.008
spin multiplicity	3
total energy	-1084.9929	Eh

Last column: Löwdin charge in e.
Geometry (Å):
1 C -1.3180 0.3343 -0.9697  -0.38
2 C -0.8706 -0.6844 0.1726  -0.94
3 C 0.4268 -0.3197 0.8223  -0.11
4 N -1.8675 -0.6103 1.2150  -0.15
5 N -2.7915 0.1495 1.0659  -0.44
6 S -2.9563 0.9281 -0.4049  1.02
7 Cl -0.8403 -2.3988 -0.3627  0.63
8 H -0.5492 1.0647 -1.0454  0.06
9 H -1.4963 0.0573 -2.0421  0.08
10 H 0.5107 -0.7797 1.7992  0.08
11 H 0.6882 0.6326 0.7615  0.02
12 H 1.3614 -0.7698 0.2446  0.12